A molecular structure, C21H59MgN6O9, computed with the ωB97M-V functional and the def2-TZVPD basis.

CARTESIAN COORDINATES (ANGSTROEM)
Mg 13.92776 0.96763 -8.23695
N 13.86504 3.03641 -5.76652
O 14.91488 3.04885 -5.11505
O 13.71550 2.03109 -6.45220
O 13.06072 3.95597 -5.70747
C 16.53588 3.29832 -10.49485
C 15.96511 2.09993 -9.63695
C 16.55032 1.91424 -8.30096
O 15.89920 0.74706 -7.78151
C 16.42230 0.16197 -6.64671
N 14.56745 2.41926 -9.46688
H 17.62462 3.35077 -10.49877
H 16.16130 4.27025 -10.17371
H 16.30483 3.16362 -11.55153
H 15.99368 1.18379 -10.22685
H 16.44902 2.67865 -7.53056
H 17.59691 1.70862 -8.52559
H 16.28189 0.85133 -5.81414
H 17.49251 -0.03752 -6.70127
H 15.90560 -0.78428 -6.48628
H 14.13636 2.72511 -10.32753
H 14.60818 3.31904 -9.00989
C 11.87007 6.15649 -8.52676
C 12.99028 5.37398 -9.24276
C 13.60563 6.06221 -10.48756
O 12.64750 6.29842 -11.50685
C 13.16075 7.15609 -12.50978
N 13.92375 4.91410 -8.21780
H 11.50144 5.71582 -7.60046
H 11.03504 6.25450 -9.22046
H 12.18517 7.14975 -8.20698
H 12.43757 4.50429 -9.59812
H 14.43871 5.44281 -10.81989
H 14.03345 7.02333 -10.20234
H 13.23487 8.17891 -12.14040
H 12.40370 7.11072 -13.29267
H 14.12204 6.91154 -12.96169
H 14.64849 5.61423 -8.14944
H 13.48702 4.82060 -7.31192
C 10.42347 -0.53134 -8.74400
C 11.12601 0.51997 -9.51910
C 10.01642 1.49468 -10.02483
O 10.59897 2.61141 -10.80394
C 9.61893 3.31833 -11.53801
N 11.93672 1.30757 -8.60551
H 9.60240 -0.11789 -8.15834
H 11.14869 -0.92723 -8.03307
H 10.01922 -1.35489 -9.33260
H 11.66660 0.10183 -10.36823
H 9.46705 1.87269 -9.16261
H 9.24035 0.97886 -10.59030
H 10.07097 4.17162 -12.04367
H 8.92154 3.71073 -10.79791
H 9.10332 2.64998 -12.22762
H 11.37665 1.49693 -7.78662
H 11.77147 2.16948 -9.10544
C 18.77125 5.65314 -7.68162
C 18.25428 6.48635 -6.48072
C 16.71320 6.34146 -6.32396
O 16.08474 6.82815 -7.54754
C 16.17583 8.27560 -7.68450
N 18.95391 5.99559 -5.30287
H 18.64288 4.57199 -7.62954
H 19.84875 5.69941 -7.83967
H 18.22736 5.99181 -8.56342
H 18.54903 7.52562 -6.62603
H 16.36529 7.00072 -5.52870
H 16.25399 5.35472 -6.26428
H 15.19517 8.67740 -7.93936
H 16.90670 8.44942 -8.47426
H 16.40268 8.80495 -6.75907
H 18.92578 6.64086 -4.52638
H 18.50431 5.15737 -4.96322
C 11.01531 0.40943 -5.05491
C 9.71379 0.91719 -5.59785
C 8.77811 1.29391 -4.37873
O 8.44698 0.12458 -3.75971
C 7.40155 0.28761 -2.81822
N 10.07540 2.10162 -6.38326
H 11.60595 0.14191 -5.93108
H 10.83149 -0.45477 -4.41656
H 11.57237 1.14146 -4.47018
H 9.22169 0.17017 -6.22067
H 7.88669 1.86796 -4.63165
H 9.30661 1.89023 -3.63496
H 7.75937 1.04609 -2.12197
H 7.16011 -0.63125 -2.28389
H 6.47823 0.68472 -3.23999
H 9.19762 2.49548 -6.69065
H 10.52560 2.76190 -5.76565
C 18.54193 2.78780 -5.10523
O 17.54085 3.46979 -4.44244
H 19.37562 2.59825 -4.42911
H 18.11482 1.89052 -5.55309
H 18.99472 3.37622 -5.90326
H 16.70903 3.29837 -4.88998

For the total energy, the calculation gives -55526.4874 eV. As for the expectation value of S²: 0.756. Its multiplicity is 2. The charge is +2. The LUMO energy (spin up / spin down) is -0.198 / -0.371 hartree. As for the strongest force on any atom: 3.77 eV Å⁻¹. The HOMO-LUMO gap (spin up / spin down) is 7.8049 / 3.1005 eV.

In the Mulliken picture, each atom carries the following charge in e: atom 1 (Mg): 1.64, atom 2 (N): 0.97, atom 3 (O): -0.82, atom 4 (O): -0.64, atom 5 (O): -0.75, atom 6 (C): -1.06, atom 7 (C): 0.02, atom 8 (C): 0.07, atom 9 (O): -0.17, atom 10 (C): -0.82, atom 11 (N): 0.20, atom 12 (H): 0.47, atom 13 (H): 0.05, atom 14 (H): 0.37, atom 15 (H): 0.45, atom 16 (H): -0.12, atom 17 (H): 0.61, atom 18 (H): 0.28, atom 19 (H): 0.35, atom 20 (H): 0.34, atom 21 (H): 0.49, atom 22 (H): -0.71, atom 23 (C): -1.83, atom 24 (C): 1.31, atom 25 (C): -0.49, atom 26 (O): -0.32, atom 27 (C): -0.78, atom 28 (N): 0.47, atom 29 (H): 0.39, atom 30 (H): 0.46, atom 31 (H): 0.35, atom 32 (H): -0.85, atom 33 (H): 0.22, atom 34 (H): 0.37, atom 35 (H): 0.32, atom 36 (H): 0.26, atom 37 (H): 0.31, atom 38 (H): -0.42, atom 39 (H): 0.11, atom 40 (C): -1.43, atom 41 (C): 0.46, atom 42 (C): -1.15, atom 43 (O): -0.28, atom 44 (C): -0.88, atom 45 (N): 0.58, atom 46 (H): 0.28, atom 47 (H): 0.31, atom 48 (H): 0.45, atom 49 (H): 0.53, atom 50 (H): 0.25, atom 51 (H): 0.66, atom 52 (H): 0.21, atom 53 (H): 0.38, atom 54 (H): 0.35, atom 55 (H): -0.41, atom 56 (H): -0.13, atom 57 (C): -1.16, atom 58 (C): 0.50, atom 59 (C): -0.25, atom 60 (O): -0.42, atom 61 (C): -1.00, atom 62 (N): -0.18, atom 63 (H): -0.04, atom 64 (H): 0.41, atom 65 (H): 0.38, atom 66 (H): 0.45, atom 67 (H): 0.51, atom 68 (H): -0.13, atom 69 (H): 0.28, atom 70 (H): 0.37, atom 71 (H): 0.40, atom 72 (H): 0.39, atom 73 (H): 0.27, atom 74 (C): -1.34, atom 75 (C): 0.55, atom 76 (C): -0.83, atom 77 (O): -0.32, atom 78 (C): -0.79, atom 79 (N): -0.63, atom 80 (H): 0.06, atom 81 (H): 0.52, atom 82 (H): 0.31, atom 83 (H): 0.02, atom 84 (H): 0.52, atom 85 (H): 0.42, atom 86 (H): 0.34, atom 87 (H): 0.25, atom 88 (H): 0.31, atom 89 (H): 0.32, atom 90 (H): 0.19, atom 91 (C): -0.07, atom 92 (O): -0.68, atom 93 (H): 0.36, atom 94 (H): -0.11, atom 95 (H): 0.04, atom 96 (H): 0.46